Entry from OMol25: a structure of composition C27H31B2F4N10O5S6Y (the ωB97M-V functional and the def2-TZVPD basis).

XYZ file:
```
86
Properties=species:S:1:pos:R:3:forces:R:3:lowdin_charge:R:1
Y 0.0668 0.1048 -0.4044 -0.2 -0.5 0.1 1.324
C -4.2213 0.4967 1.5607 0.0 0.0 0.0 0.005
C -3.0078 0.5248 0.6910 0.0 0.2 0.1 -0.235
N -1.8258 0.7998 1.1050 0.0 -0.1 -0.1 -0.010
O -1.6831 1.0271 2.4396 0.0 0.0 0.0 -0.073
B -0.6765 2.1226 2.7712 -0.1 0.0 -0.1 -1.125
F -0.5691 2.0888 4.1351 0.0 0.0 0.0 0.177
F -1.1774 3.3187 2.2598 0.0 0.0 0.0 0.152
O 0.6936 1.8790 2.2096 0.0 0.1 0.1 0.006
N 0.7372 2.0377 0.8442 -0.1 -0.2 0.0 -0.051
C 0.9748 3.1873 0.3493 0.0 0.0 0.0 -0.240
C 1.3752 4.3913 1.1230 -0.1 0.0 0.0 0.018
C 0.7689 3.2633 -1.1349 0.1 0.0 0.0 -0.220
N 0.0893 2.2877 -1.6031 0.0 0.0 -0.1 0.012
O -0.2597 2.3308 -2.9140 0.1 0.0 0.0 0.079
B -0.8242 1.0186 -3.3318 0.0 0.1 0.1 -1.078
F -0.8395 0.9444 -4.6826 0.0 0.0 0.0 0.212
F 0.0546 0.0403 -2.7193 0.1 -0.1 -0.3 -0.009
O -2.1735 0.7109 -2.7949 0.0 0.0 0.0 0.087
N -2.0900 0.5370 -1.4553 0.0 0.0 0.0 -0.011
C -3.1730 0.4259 -0.7907 0.0 0.0 -0.1 -0.225
C -4.5306 0.3378 -1.4028 0.0 0.1 0.0 0.009
C 1.2750 4.4138 -1.9337 -0.1 0.0 0.0 0.013
H -3.9480 0.7081 2.5880 0.0 0.0 0.0 0.075
H -4.7112 -0.4770 1.4969 0.0 0.0 0.0 0.094
H -4.9353 1.2482 1.2206 0.0 0.0 0.0 0.097
H 1.4143 4.1551 2.1814 0.0 0.0 0.0 0.093
H 0.6623 5.2008 0.9636 0.0 0.0 0.0 0.105
H 2.3558 4.7291 0.7805 0.0 0.0 0.0 0.091
H -4.4400 0.2095 -2.4769 0.0 0.0 0.0 0.087
H -5.1076 1.2429 -1.2053 0.0 0.0 0.0 0.098
H -5.0771 -0.5054 -0.9797 0.0 0.0 0.0 0.093
H 2.2912 4.6598 -1.6256 0.0 0.0 0.0 0.085
H 0.6506 5.2969 -1.7822 0.0 0.0 0.0 0.100
H 1.2610 4.1586 -2.9899 0.0 0.0 0.0 0.088
S 0.3146 -2.5052 -1.0587 0.2 0.2 0.1 0.473
C 1.6881 -2.2779 -2.1413 -0.2 0.0 0.0 -0.806
N 1.9168 -3.1666 -3.0429 0.0 0.0 -0.1 0.031
N 2.9258 -3.0211 -3.9419 0.0 0.0 0.1 0.005
C 3.1827 -1.8067 -4.6576 -0.1 0.0 0.0 -0.269
C 4.4830 -1.5247 -5.0431 0.0 0.0 0.0 -0.037
C 4.7511 -0.3861 -5.7936 0.0 0.0 0.0 -0.095
C 3.7276 0.4813 -6.1395 -0.1 0.1 0.0 -0.104
C 2.4222 0.1997 -5.7459 0.1 0.0 0.0 -0.076
C 2.1471 -0.9462 -5.0191 0.0 -0.1 0.1 -0.035
N 2.6173 -1.2140 -2.0441 0.1 0.0 0.0 0.076
N 2.3718 -0.2929 -1.2503 -0.2 0.1 0.0 -0.069
C 3.3715 0.7356 -1.2187 0.0 0.0 -0.2 -0.247
C 3.9349 1.1804 -2.4092 0.0 0.0 0.0 0.001
C 4.8461 2.2236 -2.3759 0.0 0.0 0.0 -0.066
C 5.1942 2.8086 -1.1648 0.0 0.0 0.0 -0.086
C 4.6263 2.3532 0.0185 0.0 0.0 0.0 -0.076
C 3.7023 1.3194 -0.0034 0.0 0.0 0.0 -0.054
H 2.9179 -3.8330 -4.5412 0.1 0.1 0.0 0.132
H 5.2796 -2.1920 -4.7405 0.0 0.0 0.0 0.112
H 5.7688 -0.1744 -6.0959 0.0 0.0 0.0 0.102
H 3.9407 1.3729 -6.7150 0.0 0.0 0.0 0.099
H 1.6109 0.8644 -6.0090 0.0 0.0 0.0 0.106
H 1.1326 -1.1742 -4.7187 0.0 0.0 0.0 0.112
H 3.6373 0.7216 -3.3426 0.0 0.0 0.0 0.088
H 5.2833 2.5803 -3.2993 0.0 0.0 0.0 0.106
H 5.9118 3.6183 -1.1418 0.0 0.0 0.0 0.103
H 4.9088 2.7984 0.9638 0.0 0.0 0.0 0.109
H 3.2570 0.9501 0.9122 0.0 0.0 0.0 0.090
O 2.4942 -4.4882 5.9964 0.0 0.0 0.0 -0.039
C 2.3004 -3.7868 5.0469 0.0 0.0 0.0 -1.018
S 0.9055 -2.7167 4.8834 0.0 0.0 0.0 0.956
C 1.2837 -2.0970 3.2756 -0.2 0.0 -0.1 -1.094
C 2.5302 -2.5363 2.6883 0.1 0.0 -0.1 -1.178
S 3.1457 -2.0423 1.2610 0.0 0.0 0.1 0.686
S 3.4124 -3.6953 3.6578 0.0 0.0 0.0 0.984
S 0.1102 -1.2580 2.5138 0.4 0.3 0.2 0.671
C -3.6252 -1.3961 4.8737 0.0 0.0 0.0 -0.055
N -2.7548 -1.5869 3.7341 0.0 0.1 0.0 -0.042
C -2.6938 -2.6946 3.0029 0.1 0.0 0.0 -0.746
S -1.5932 -2.8548 1.6879 -0.2 -0.1 -0.1 0.648
N -3.5281 -3.6952 3.3079 0.0 0.0 0.0 -0.032
C -3.5375 -4.9928 2.6506 0.0 0.0 0.0 -0.086
H -3.4539 -0.3966 5.2637 0.0 0.0 0.0 0.100
H -3.4098 -2.1120 5.6717 0.0 0.0 0.0 0.095
H -4.6784 -1.4776 4.5900 0.0 0.0 0.0 0.091
H -2.1074 -0.8425 3.4943 0.0 0.0 0.0 0.057
H -4.0973 -3.5958 4.1322 0.0 0.0 0.0 0.120
H -3.3023 -4.8710 1.5968 0.0 0.0 0.0 0.055
H -4.5331 -5.4208 2.7453 0.0 0.0 0.0 0.088
H -2.8071 -5.6689 3.0958 0.0 0.0 0.0 0.093
```
Positions in Å, forces in eV/Å.

Values from the calculation:
ΔE to the lowest compared entry with this formula, charge and spin (eV): 1.160
F_max (eV/A): 0.52
Kohn-Sham gap (eV): 5.92
HOMO energy (eV): -7.160